[1]
9
Properties=species:S:1:pos:R:3 method="wB97M-V/def2-TZVPD" charge=0 homo_lumo_gap_ev=9.98 smiles="C=CON"
C -1.769 0.371 -0.052
C -0.546 -0.164 -0.022
O 0.662 0.580 0.360
N 1.951 0.124 -0.055
H -2.573 -0.257 -0.114
H -1.903 1.369 0.462
H -0.250 -0.995 -0.508
H 2.465 -0.380 0.698
H 1.963 -0.647 -0.767

[2]
10
Properties=species:S:1:pos:R:3 method="wB97M-V/def2-TZVPD" charge=0 homo_lumo_gap_ev=7.54 smiles="OCC(=S)C=S"
O 0.810 2.202 0.348
C -0.045 1.477 -0.423
C -0.656 0.072 0.075
S -2.172 -0.537 -0.043
C 0.467 -0.762 0.619
S 1.755 -1.113 -0.235
H 1.707 1.764 0.361
H 0.356 1.224 -1.412
H -0.875 2.146 -0.583
H 0.414 -1.069 1.675

[3]
49
Properties=species:S:1:pos:R:3 method="wB97M-V/def2-TZVPD" charge=0 homo_lumo_gap_ev=7.60 smiles="CC1(C)OC(=O)C(=Cc2ccccc2)C(=O)O1.CN1CCCCC1"
C -2.399 -4.116 -0.834
C -1.843 -3.525 0.432
C -2.371 -4.211 1.686
O -0.397 -3.646 0.457
C 0.318 -2.846 -0.381
O 1.476 -3.092 -0.618
C -0.353 -1.637 -0.876
C 0.372 -0.715 -1.598
C -0.207 0.374 -2.343
C -1.501 0.371 -2.948
C -1.988 1.537 -3.549
C -1.212 2.699 -3.574
C 0.099 2.672 -3.093
C 0.616 1.499 -2.554
C -1.550 -1.190 -0.156
O -1.889 -0.029 -0.096
O -2.218 -2.122 0.561
H -1.999 -3.623 -1.712
H -2.149 -5.181 -0.875
H -3.488 -4.032 -0.834
H -1.959 -3.761 2.589
H -3.462 -4.128 1.727
H -2.109 -5.274 1.675
H 1.377 -1.037 -1.845
H -2.122 -0.527 -2.945
H -3.005 1.561 -3.953
H -1.621 3.635 -3.977
H 0.726 3.563 -3.091
H 1.654 1.416 -2.216
C 0.319 -0.020 2.570
N 1.060 0.870 1.691
C 0.488 2.236 1.771
C 1.250 3.236 0.911
C 2.748 3.248 1.226
C 3.319 1.827 1.240
C 2.488 0.887 2.102
H 0.728 -1.038 2.539
H 0.391 0.341 3.615
H -0.744 -0.059 2.300
H -0.573 2.189 1.482
H 0.518 2.569 2.833
H 1.085 2.953 -0.138
H 0.834 4.236 1.045
H 3.285 3.861 0.502
H 2.910 3.712 2.214
H 3.318 1.409 0.222
H 4.355 1.837 1.587
H 2.546 1.211 3.165
H 2.880 -0.140 2.062

[4]
88
Properties=species:S:1:pos:R:3 method="wB97M-V/def2-TZVPD" charge=+1 homo_lumo_gap_ev="5.89 / 6.14"
Ir -0.051 0.031 -0.240
Br 1.857 -0.466 1.914
C 1.247 1.048 2.911
C 1.991 1.446 3.983
C 1.521 2.491 4.797
C 0.293 3.035 4.549
C -0.489 2.614 3.450
C -1.790 3.124 3.241
C -2.550 2.671 2.202
C -2.011 1.754 1.279
C -0.726 1.285 1.393
C 0.021 1.632 2.549
H 2.923 0.951 4.216
H 2.118 2.823 5.634
H -0.121 3.787 5.208
H -2.176 3.863 3.931
H -3.559 3.034 2.064
H -2.647 1.437 0.464
C -1.943 -3.194 2.772
C -1.656 -2.559 1.434
O -1.110 -1.452 1.421
C -2.006 -3.291 0.229
C -2.757 -4.478 0.279
C -3.096 -5.172 -0.856
C -2.661 -4.701 -2.100
C -1.915 -3.555 -2.189
C -1.560 -2.801 -1.037
O -0.837 -1.747 -1.206
H -1.515 -2.573 3.556
H -1.502 -4.189 2.817
H -3.016 -3.282 2.938
H -3.096 -4.850 1.236
H -3.690 -6.072 -0.789
H -2.919 -5.246 -2.999
H -1.569 -3.183 -3.144
C 0.763 -1.080 -3.740
C 1.562 0.223 -3.623
C 0.686 1.399 -4.066
C 2.774 0.107 -4.547
P 1.956 0.383 -1.767
C 3.046 -1.068 -1.556
C 4.344 -1.126 -2.066
C 5.091 -2.286 -1.947
C 4.556 -3.403 -1.320
C 3.269 -3.357 -0.810
C 2.518 -2.199 -0.932
C 3.047 1.896 -1.342
C 4.068 1.486 -0.274
C 3.784 2.526 -2.522
C 2.101 2.946 -0.739
H 0.383 -1.186 -4.758
H -0.080 -1.095 -3.052
H 1.391 -1.944 -3.523
H 0.550 1.362 -5.148
H 1.135 2.362 -3.818
H -0.296 1.345 -3.604
H 2.402 -0.063 -5.559
H 3.404 -0.740 -4.291
H 3.378 1.011 -4.575
H 4.785 -0.271 -2.557
H 6.093 -2.322 -2.351
H 5.142 -4.307 -1.232
H 2.846 -4.224 -0.320
H 1.506 -2.167 -0.545
H 4.886 0.904 -0.688
H 3.606 0.904 0.520
H 4.496 2.387 0.171
H 4.512 1.844 -2.957
H 4.332 3.400 -2.165
H 3.102 2.858 -3.303
H 1.459 2.501 0.025
H 1.486 3.396 -1.522
H 2.683 3.742 -0.272
C -1.728 4.864 -2.692
C -1.908 3.412 -2.424
C -2.786 2.475 -2.927
C -2.437 1.250 -2.332
N -1.402 1.436 -1.522
N -1.094 2.742 -1.586
C -3.072 -0.082 -2.532
H -2.460 5.207 -3.418
H -0.731 5.058 -3.092
H -1.840 5.444 -1.775
H -3.572 2.632 -3.644
H -0.381 3.124 -0.987
H -4.102 0.042 -2.858
H -3.046 -0.645 -1.602
H -2.537 -0.658 -3.288

[5]
47
Properties=species:S:1:pos:R:3 method="wB97M-V/def2-TZVPD" charge=+2 homo_lumo_gap_ev="7.11 / 7.13" spin_multiplicity=3
C 0.027 0.364 -4.463
C 1.036 0.515 -3.509
H 0.434 -0.124 -5.376
H -0.415 1.354 -4.705
H -0.773 -0.241 -4.013
O 1.759 0.449 -2.618
Cl -1.909 0.016 -1.762
Tm -0.950 0.124 0.674
P -0.157 2.583 -0.836
C 1.308 3.506 -0.267
C -0.347 3.353 -2.487
H -0.447 4.439 -2.347
H -1.376 4.615 -0.314
H -1.252 2.976 -2.976
H -2.449 3.166 -0.321
H 2.185 3.092 -0.777
H 0.522 3.153 -3.123
C -1.475 3.563 -0.003
H 1.190 4.573 -0.507
H -1.368 3.469 1.086
H 1.428 3.375 0.815
P 0.137 -2.392 -0.508
C 1.526 -3.395 0.111
C -1.264 -3.356 0.195
H -0.843 -2.565 -2.734
H 0.095 -4.034 -2.288
H 0.940 -2.539 -2.803
C 0.073 -2.935 -2.257
H -2.194 -2.812 -0.029
H -1.282 -4.345 -0.282
H 1.450 -4.417 -0.290
H 1.501 -3.421 1.209
H -1.140 -3.458 1.283
H 2.458 -2.922 -0.224
C 1.436 0.062 0.271
O 2.587 -0.003 0.365
O -0.938 1.431 2.498
C -0.585 0.415 3.215
C -0.248 0.329 4.692
C -0.038 -1.160 4.921
C -0.063 -1.791 3.543
O 0.217 -2.919 3.182
N -0.461 -0.794 2.632
H 0.670 0.906 4.879
H -1.054 0.734 5.305
H 0.909 -1.372 5.422
H -0.861 -1.564 5.523

[6]
7
Properties=species:S:1:pos:R:3 method="wB97M-V/def2-TZVPD" charge=-2 homo_lumo_gap_ev="5.52 / 5.08"
O 0.678 -2.388 0.654
O 1.377 1.440 -0.934
O -0.915 -1.172 2.098
O -0.948 1.958 -0.253
O -0.527 0.347 -2.095
S 0.358 -1.084 1.314
S -0.022 0.899 -0.783

[7]
33
Properties=species:S:1:pos:R:3 method="wB97M-V/def2-TZVPD" charge=+1 homo_lumo_gap_ev="7.01 / 7.01"
C -4.598 0.361 -0.962
C -5.005 -0.581 0.008
C -3.326 0.855 -1.066
C -4.068 -1.362 0.695
C -2.499 0.110 -0.273
C -2.730 -0.929 0.648
C -0.187 3.064 0.390
C 4.563 0.092 0.144
C 3.799 -2.082 -0.636
C 0.133 0.822 -0.372
N -1.719 -1.573 1.257
N 0.881 -0.246 -0.634
N 0.629 1.904 0.115
N 3.472 -0.886 0.151
H -5.304 0.863 -1.577
H -5.990 -1.061 -0.167
H -3.054 1.773 -1.552
H -4.160 -2.249 1.358
H 0.274 3.704 1.139
H -0.096 3.797 -0.423
H -1.188 2.887 0.829
H 4.091 1.126 0.288
H 5.211 -0.052 1.043
H 5.199 -0.051 -0.708
H 3.922 -1.791 -1.662
H 4.721 -2.590 -0.447
H 2.813 -2.480 -0.437
H -1.939 -2.239 2.065
H -0.919 -1.062 1.361
H 1.814 -0.054 -0.750
H 0.546 -0.999 -1.160
H 1.608 1.977 0.172
H 3.105 -1.047 1.164

[8]
25
Properties=species:S:1:pos:R:3 method="wB97M-V/def2-TZVPD" charge=-1 homo_lumo_gap_ev=2.90
C -1.644 -0.571 -2.125
Pb 2.239 -0.762 -1.670
N 1.806 1.061 -3.389
H -3.633 -0.496 -2.362
H -2.721 -0.557 -2.274
H -1.336 -0.972 -1.178
H -1.178 -1.208 -2.937
H -1.227 0.438 -2.245
H 2.328 1.005 -4.266
H 2.066 1.927 -2.929
H 0.809 1.156 -3.645
C 0.737 -1.592 2.427
N 1.350 -0.462 1.744
C 0.686 0.468 1.062
S 1.402 1.231 -0.359
N -0.550 0.844 1.481
C -0.977 0.802 2.896
H -0.224 -1.870 1.973
H 0.601 -1.341 3.484
H 1.422 -2.429 2.326
H 2.316 -0.606 1.409
H -1.000 1.515 0.875
H -1.681 1.633 3.057
H -1.481 -0.157 3.090
H -0.111 0.941 3.555

Number 1: electronic energy -209.067742 hartree. Number 2: electronic energy -988.250240 hartree. Number 3: electronic energy -1094.716176 hartree. Number 4: electronic energy -4715.751696 hartree. Number 5: electronic energy -3093.720346 hartree. Number 6: electronic energy -1172.556431 hartree. Number 7: electronic energy -611.018054 hartree. Number 8: electronic energy -917.073418 hartree.